Record 1
Molecular formula: C23H55BFN3O7S4
Method: DFT, ωB97M-V/def2-TZVPD

ORCA input file:
```
! RIJCOSX wB97M-V def2-TZVPD def2/J DEFGRID3
* xyz 0 1
C 1.556 4.447 -0.689
C 1.872 3.801 0.675
C 2.203 2.268 0.658
C 2.527 1.654 -0.718
C 3.936 1.940 -1.333
C 3.619 2.357 -2.816
C 2.997 1.227 -3.683
C 1.672 1.661 -4.371
O 0.532 1.420 -3.566
C 0.112 0.064 -3.559
C 4.759 3.072 -0.687
O 4.942 4.179 -1.052
N 5.319 2.429 0.463
C 5.478 0.995 0.297
F 6.893 0.825 0.521
B 4.868 0.087 1.470
C 4.430 -1.426 1.349
O 4.734 0.714 2.710
C 5.008 0.816 -1.183
N 4.647 -0.534 -1.614
C 6.306 1.103 -2.042
N 7.167 -0.074 -2.156
C 8.506 0.246 -2.649
H 1.018 5.388 -0.491
H 2.469 4.753 -1.212
H 0.902 3.848 -1.332
H 2.687 4.347 1.171
H 0.982 3.945 1.303
H 1.291 1.747 1.013
H 2.962 2.089 1.427
H 2.479 0.560 -0.565
H 1.719 1.865 -1.421
H 4.532 2.725 -3.302
H 2.941 3.216 -2.773
H 3.725 0.950 -4.458
H 2.731 0.361 -3.070
H 1.697 2.732 -4.609
H 1.604 1.086 -5.312
H 0.421 -0.422 -2.620
H -0.985 0.021 -3.599
H 0.509 -0.523 -4.402
H 4.997 2.743 1.372
H 3.417 -1.438 0.905
H 5.074 -1.957 0.636
H 4.425 -1.962 2.305
H 3.916 0.364 3.100
H 4.696 -0.584 -2.627
H 3.694 -0.772 -1.347
H 5.971 1.334 -3.066
H 6.886 1.948 -1.637
H 7.183 -0.623 -1.307
H 8.511 1.232 -3.126
H 9.265 0.272 -1.845
H 8.841 -0.543 -3.338
C -2.773 0.406 -0.407
S -1.342 0.145 0.645
O -0.263 -0.445 -0.202
C -2.060 -1.195 1.605
H -2.528 1.189 -1.125
H -3.016 -0.516 -0.939
H -3.620 0.722 0.204
H -2.346 -2.012 0.941
H -2.932 -0.826 2.148
H -1.314 -1.548 2.315
C -7.987 1.175 2.511
S -7.044 0.438 1.167
O -5.604 0.519 1.541
C -7.360 1.748 -0.025
H -7.894 0.531 3.384
H -7.592 2.165 2.743
H -9.036 1.245 2.222
H -7.004 2.700 0.370
H -8.429 1.798 -0.232
H -6.824 1.507 -0.941
C -5.529 -4.069 0.947
S -4.498 -3.725 -0.481
O -5.212 -2.718 -1.316
C -4.719 -5.328 -1.269
H -5.563 -3.172 1.564
H -6.539 -4.326 0.621
H -5.096 -4.886 1.521
H -5.780 -5.504 -1.453
H -4.312 -6.107 -0.624
H -4.180 -5.319 -2.214
C -6.821 -4.243 5.052
S -5.378 -3.476 4.299
O -4.496 -4.573 3.817
C -4.666 -2.865 5.834
H -7.397 -4.728 4.265
H -6.505 -4.986 5.785
H -7.432 -3.476 5.529
H -4.488 -3.698 6.515
H -5.345 -2.142 6.287
H -3.721 -2.377 5.599
*
```

HOMO level	-7.937	eV
LUMO	0.093	eV
gap between HOMO and LUMO	0.2951	Eh

=====

Record 2
Molecular formula: C23H55BN5O11PS
Method: DFT, ωB97M-V/def2-TZVPD

ORCA input file:
```
! RIJCOSX wB97M-V def2-TZVPD def2/J DEFGRID3
* xyz 0 1
C -1.596 -3.854 0.716
C -0.653 -2.810 1.332
C 0.810 -3.078 1.079
N -1.141 -1.844 2.006
C -1.539 -0.577 1.334
C -3.099 -0.428 1.534
B -3.503 -0.921 3.008
O -3.469 -0.063 4.101
O -3.921 -2.196 3.239
C -1.296 -0.564 -0.176
O -1.687 0.661 -0.835
S -1.053 1.987 -0.186
O -0.440 2.847 -1.141
O -2.142 2.683 0.428
C 0.022 1.499 1.165
C 1.372 0.843 0.793
C 1.782 0.906 -0.682
O 2.889 -0.027 -0.846
C 2.805 -0.749 -1.972
O 3.325 -1.788 -2.042
C -0.862 0.614 2.105
P -0.043 0.108 3.705
N 1.303 -0.954 3.417
O 0.679 1.531 4.238
H -1.880 -4.622 1.439
H -2.445 -3.384 0.218
H -1.037 -4.373 -0.079
H 1.484 -2.419 1.622
H 1.041 -4.109 1.382
H 0.992 -3.034 -0.003
H -3.417 0.608 1.371
H -3.624 -1.095 0.834
H -4.231 0.527 4.012
H -3.859 -2.700 2.417
H -1.863 -1.350 -0.674
H -0.250 -0.753 -0.453
H 0.237 2.403 1.739
H 1.329 -0.216 1.053
H 2.165 1.321 1.376
H 0.999 0.626 -1.389
H 2.159 1.904 -0.917
H 2.282 -0.369 -2.867
H -1.675 1.286 2.396
H 2.118 -0.642 3.945
H 1.040 -1.829 3.859
H 1.362 1.735 3.572
C 4.895 3.357 0.423
C 4.122 4.112 1.501
C 4.843 5.358 2.040
O 5.926 5.093 2.911
C 7.124 4.682 2.276
N 3.776 3.179 2.581
H 5.685 2.732 0.836
H 4.227 2.691 -0.125
H 5.343 4.044 -0.298
H 3.190 4.459 1.043
H 4.125 5.926 2.637
H 5.162 6.018 1.223
H 7.275 5.195 1.322
H 7.132 3.600 2.129
H 7.953 4.926 2.939
H 3.161 3.650 3.240
H 4.622 3.006 3.119
C 2.805 -7.745 -3.384
C 2.054 -7.742 -2.056
C 0.607 -7.231 -2.151
O 0.472 -5.828 -2.304
C 0.728 -5.342 -3.610
N 2.835 -6.985 -1.071
H 3.166 -6.756 -3.663
H 3.683 -8.388 -3.316
H 2.177 -8.123 -4.194
H 2.000 -8.780 -1.715
H 0.107 -7.466 -1.207
H 0.050 -7.755 -2.939
H 0.377 -6.036 -4.379
H 1.791 -5.135 -3.743
H 0.196 -4.396 -3.724
H 2.402 -7.081 -0.157
H 2.729 -5.996 -1.289
C -6.836 4.847 -1.071
C -5.370 4.424 -1.098
C -4.687 4.605 -2.464
O -5.046 3.651 -3.450
C -6.306 3.862 -4.057
N -5.261 3.044 -0.619
H -7.495 4.097 -1.509
H -7.167 4.988 -0.042
H -6.988 5.789 -1.603
H -4.837 5.067 -0.391
H -3.611 4.477 -2.318
H -4.831 5.624 -2.851
H -6.520 4.926 -4.191
H -7.099 3.387 -3.476
H -6.288 3.383 -5.037
H -4.276 2.808 -0.524
H -5.589 2.437 -1.367
*
```

HOMO level	-7.938	eV
LUMO	-0.129	eV
gap between HOMO and LUMO	0.2870	Eh

=====

Record 3
Molecular formula: C23H55N3O2P4Tl
Method: DFT, ωB97M-V/def2-TZVPD

ORCA input file:
```
! RIJCOSX wB97M-V def2-TZVPD def2/J DEFGRID3
* xyz 3 1
Tl 0.647 4.358 -1.915
P -1.181 -1.539 0.236
P 1.102 -0.994 1.558
P 1.617 -1.717 -2.136
H -0.820 6.167 -4.409
C -0.946 5.312 -5.074
C -2.027 4.513 -5.098
H -2.896 4.612 -4.440
C -2.444 -0.414 0.981
C -1.575 -3.092 1.095
C -1.894 -1.765 -1.414
C 2.771 -0.218 1.433
C 0.520 -0.202 3.102
C 1.597 -2.642 2.260
C 1.030 -1.570 -3.844
C 1.450 -3.482 -1.647
C 3.398 -1.388 -2.202
H -0.203 5.209 -5.885
H -2.127 3.728 -5.861
H -2.304 0.602 0.585
H -2.380 -0.379 2.082
H -3.431 -0.800 0.685
H -1.546 -2.991 2.194
H -0.870 -3.888 0.808
H -2.588 -3.397 0.791
H -1.795 -0.827 -1.985
H -2.946 -2.016 -1.278
H -1.394 -2.568 -1.961
H 3.465 -0.725 2.121
H 2.735 0.845 1.715
H 3.166 -0.295 0.410
H 1.218 -0.458 3.910
H -0.472 -0.573 3.379
H 0.483 0.891 2.992
H 2.549 -2.525 2.790
H 1.748 -3.382 1.463
H 0.831 -3.010 2.955
H 1.560 -2.225 -4.564
H 1.196 -0.498 -4.055
H -0.069 -1.706 -3.837
H 1.668 -4.179 -2.491
H 0.435 -3.747 -1.291
H 2.147 -3.736 -0.820
H 3.912 -1.997 -2.991
H 3.893 -1.552 -1.228
H 3.545 -0.338 -2.478
C -0.708 1.294 -3.748
C -0.066 2.598 -3.939
C 0.969 2.598 -4.885
C 0.798 1.750 -5.986
C -0.339 0.928 -6.116
C -1.195 0.843 -5.040
O -0.734 0.669 -2.642
H 0.852 -0.634 -1.527
H -0.706 3.441 -3.616
H 1.801 3.308 -4.859
H 1.526 1.791 -6.824
H -0.546 0.468 -7.082
H -2.147 0.288 -5.019
C -3.831 3.178 3.222
N -2.417 2.886 3.435
C -2.231 1.799 4.379
P -1.296 3.219 2.220
O -1.037 2.346 1.028
N -1.933 4.685 1.666
C -1.801 5.008 0.216
C -1.852 5.875 2.517
N 0.088 3.354 3.158
C 0.069 4.068 4.449
C 1.360 3.462 2.427
H -4.285 3.508 4.171
H -4.386 2.298 2.858
H -3.943 3.977 2.486
H -2.642 0.854 3.991
H -1.182 1.643 4.636
H -2.785 2.029 5.297
H -1.873 4.100 -0.400
H -2.656 5.675 -0.023
H -0.839 5.553 0.022
H -2.437 6.652 2.005
H -2.296 5.691 3.494
H -0.805 6.203 2.620
H 0.953 3.716 5.007
H 0.153 5.162 4.309
H -0.834 3.830 5.017
H 1.482 2.643 1.705
H 1.464 4.428 1.891
H 2.174 3.394 3.165
*
```

HOMO level (spin up / spin down)	-15.484 / -15.106	eV
LUMO (spin up / spin down)	-8.838 / -10.069	eV
energy relative to the best compared isomer or geometry (same formula, charge and spin)	83.4	kcal per mole
gap between HOMO and LUMO (spin up / spin down)	0.2442 / 0.1851	Eh